{
  "formula": "C13H40BClFN2O11P",
  "method": "ωB97M-V with the def2-TZVPD basis set",
  "elements": ["C", "C", "C", "N", "B", "C", "O", "N", "C", "O", "F", "P", "O", "Cl", "H", "H", "H", "H", "H", "H", "H", "H", "C", "O", "H", "H", "H", "H", "C", "O", "H", "H", "H", "H", "C", "O", "H", "H", "H", "H", "C", "O", "H", "H", "H", "H", "C", "O", "H", "H", "H", "H", "C", "O", "H", "H", "H", "H", "C", "O", "H", "H", "H", "H", "C", "O", "H", "H", "H", "H"],
  "xyz": [[-1.168, -0.231, -0.121], [-0.594, -0.707, -1.533], [1.004, -0.501, -1.771], [-1.276, -1.214, -2.554], [-2.441, -2.041, -2.151], [-3.937, -1.414, -2.506], [-4.872, -2.107, -3.026], [-4.132, 0.048, -2.226], [-5.109, 0.114, -1.126], [-6.162, 0.784, -1.286], [-4.928, -0.606, 0.115], [-2.389, -3.768, -1.317], [-3.865, -4.627, -1.638], [-2.404, -3.439, 0.777], [-2.268, 0.076, -0.115], [-0.953, -0.977, 0.738], [-0.570, 0.722, 0.167], [1.116, 0.634, -1.992], [1.540, -0.827, -0.817], [1.339, -1.039, -2.721], [-3.238, 0.512, -2.001], [-3.831, -5.516, -1.198], [2.624, 3.369, -1.039], [1.994, 2.442, -0.167], [2.867, 2.863, -1.975], [1.946, 4.201, -1.243], [3.541, 3.740, -0.579], [1.790, 2.915, 0.652], [2.839, -0.182, 2.239], [1.448, -0.465, 2.178], [2.980, 0.898, 2.191], [3.250, -0.560, 3.178], [3.345, -0.651, 1.392], [1.352, -1.426, 2.222], [6.463, -0.526, 3.183], [6.270, 0.484, 2.204], [6.340, -1.502, 2.714], [7.472, -0.448, 3.597], [5.723, -0.411, 3.979], [6.384, 1.335, 2.646], [4.427, 6.690, -0.410], [3.797, 5.766, 0.465], [4.669, 6.182, -1.345], [3.750, 7.523, -0.617], [5.347, 7.063, 0.047], [3.594, 6.240, 1.282], [-7.366, 0.171, 1.949], [-7.735, -1.042, 2.591], [-7.864, 1.001, 2.452], [-6.284, 0.306, 2.014], [-7.678, 0.143, 0.903], [-7.282, -1.758, 2.127], [5.881, 0.636, -1.350], [5.261, -0.288, -0.472], [6.116, 0.129, -2.286], [5.201, 1.468, -1.550], [6.805, 1.009, -0.899], [5.065, 0.186, 0.348], [-1.266, 0.640, 4.641], [-1.073, 0.886, 3.258], [-1.794, 1.488, 5.079], [-1.862, -0.266, 4.775], [-0.296, 0.525, 5.134], [-0.602, 0.121, 2.895], [-4.704, -6.145, -4.889], [-4.860, -5.126, -5.864], [-4.832, -7.116, -5.370], [-3.703, -6.086, -4.454], [-5.459, -6.025, -4.108], [-4.742, -4.279, -5.412]],
  "e_lumo_ev": -1.30,
  "total_energy_ha": -2382.53420,
  "homo_energy_ev": -8.840
}